# 1
Computed, not measured: C3H2Br2Cl2 as an isolated structure in a non-equilibrium geometry, with ωB97M-V/def2-TZVPD.

Output
M, g/mol: 268.763
Kohn-Sham gap, eV: 7.435
Maximum force, hartree/bohr: 0.122
Relative energy (zero: lowest compared OMol25 entry of this formula, charge and spin), eV: 3.739

```
9
Properties=species:S:1:pos:R:3:forces:R:3:nbo_charge:R:1
C -0.5703 0.6687 -0.0371 -1.896 -5.517 1.445 -0.385
C -1.7993 -0.0077 -0.2059 5.612 0.517 2.812 -0.134
C 1.9670 -0.5049 -0.1558 -0.054 -2.254 -0.063 -0.304
Cl -2.1909 -1.4940 0.7333 0.450 1.255 -0.857 0.000
Cl -2.9006 0.4931 -1.2747 -2.353 0.838 -1.715 0.124
Br 2.5504 -1.7839 1.1659 -0.113 0.526 -0.338 0.091
Br 2.8458 1.0466 -0.0398 1.157 1.515 0.222 0.201
H 0.3719 0.0870 0.3829 -2.877 1.172 -0.141 0.201
H -0.2739 1.4950 -0.5687 0.073 1.949 -1.365 0.206
```
Positions in Å, forces in eV/Å.



# 2
Computed, not measured: an isolated molecule of C5H9N in a non-equilibrium geometry, with ωB97M-V/def2-TZVPD.

Output
M, g/mol: 83.134
SMILES: C=CC1(N)CC1
Kohn-Sham gap, eV: 10.472
Maximum force, hartree/bohr: 0.046
Relative energy (zero: lowest compared OMol25 entry of this formula, charge and spin), eV: 2.211

```
15
Properties=species:S:1:pos:R:3:forces:R:3:nbo_charge:R:1
C -0.2745 -0.1207 -0.2388 1.582 -0.335 1.201 0.012
C 0.2266 0.4440 -1.5175 -1.036 -1.980 -0.797 -0.390
C 0.1646 -1.1715 -1.2127 -0.331 1.482 -0.936 -0.434
N -1.6923 -0.0107 0.0586 0.210 -0.230 -0.308 -0.813
C 0.6914 -0.0213 0.9050 0.138 1.156 1.327 -0.170
C 0.6897 0.9521 1.8254 -0.280 -0.758 -0.321 -0.401
H -1.8600 0.7377 0.7274 0.101 -0.176 -0.209 0.366
H -2.0345 -0.8742 0.4717 0.116 0.156 0.027 0.362
H -0.4884 0.8781 -2.2061 -0.057 -0.094 0.148 0.228
H 1.2276 0.8535 -1.5696 -0.040 -0.226 0.110 0.219
H -0.5677 -1.9376 -1.4381 -0.472 0.685 -0.983 0.221
H 1.1528 -1.6056 -1.2969 0.144 0.217 1.010 0.218
H 1.4593 -0.7839 1.0093 -0.204 -0.128 -0.143 0.199
H 1.3194 0.8837 2.7055 0.147 0.222 -0.203 0.202
H -0.0141 1.7764 1.7767 -0.018 0.009 0.078 0.183
```
Positions in Å, forces in eV/Å.



# 3
Computed, not measured: an isolated ion of composition C16H22NO2 and charge +1 in a non-equilibrium geometry, with ωB97M-V/def2-TZVPD.

Output
M, g/mol: 260.357
SMILES: CCCOc1c2ccccc2cc[n+]1CCCCO
Kohn-Sham gap, eV: 8.031
Maximum force, hartree/bohr: 0.067
Total charge: +1
Relative energy (zero: lowest compared OMol25 entry of this formula, charge and spin), eV: 2.536

```
41
Properties=species:S:1:pos:R:3:forces:R:3:nbo_charge:R:1
C 2.1169 -0.9584 3.4623 -0.115 -0.183 0.864 -0.634
C 1.2525 0.3229 3.1350 0.356 0.034 -0.355 -0.423
C 0.9405 0.4956 1.5821 1.566 1.341 2.062 -0.094
O 0.4997 -0.7871 1.0570 -1.630 0.976 -1.562 -0.498
C -0.4946 -0.6727 0.1291 -1.173 0.016 -1.177 0.634
C -1.8497 -0.0670 0.4065 -0.482 0.204 0.362 -0.070
C -2.2196 0.4785 1.7426 -2.480 0.613 -1.209 -0.203
C -3.5661 1.0310 1.9191 0.795 -0.821 -1.549 -0.188
C -4.6084 1.0563 0.8394 2.755 -1.410 -1.125 -0.137
C -4.2576 0.5094 -0.4805 0.874 0.695 3.239 -0.201
C -2.8887 -0.0272 -0.6648 0.052 -0.446 -0.908 -0.024
C -2.5270 -0.6065 -2.0051 2.600 -0.436 1.829 -0.175
C -1.2071 -1.1598 -2.1656 -2.712 1.009 0.075 -0.002
N -0.2311 -1.1897 -1.1293 -1.427 0.915 1.088 -0.334
C 1.0582 -1.8388 -1.4677 1.296 -1.140 -1.320 -0.238
C 1.9096 -1.0717 -2.5610 0.575 -0.058 0.496 -0.417
C 2.6901 0.1931 -1.9933 -0.853 0.468 -0.510 -0.433
C 1.9109 1.5556 -2.2567 -0.207 -0.628 1.087 -0.058
O 2.4810 2.6273 -1.4805 -0.251 -0.585 -0.181 -0.706
H 3.2286 -0.7748 3.4130 -1.221 -0.050 -0.196 0.224
H 1.8693 -1.8642 2.8496 0.127 0.960 0.432 0.219
H 1.9052 -1.2433 4.5391 0.292 0.297 -1.227 0.233
H 1.8539 1.2141 3.4949 -0.847 -0.812 -0.625 0.234
H 0.3001 0.3336 3.7290 0.814 -0.201 -0.588 0.205
H 1.9228 0.8239 1.1205 -1.095 -0.814 0.025 0.191
H 0.2184 1.3397 1.4173 0.412 -1.100 -0.005 0.210
H -1.5314 0.5111 2.6239 -0.683 -0.214 -1.150 0.245
H -3.8453 1.4553 2.9124 0.353 -0.474 -0.971 0.244
H -5.6275 1.4617 1.0453 1.113 -0.394 -0.203 0.251
H -5.0402 0.5078 -1.2780 1.118 -0.130 0.630 0.252
H -3.2836 -0.6268 -2.8305 1.049 -0.008 0.868 0.261
H -0.9467 -1.5888 -3.1709 0.108 0.373 1.488 0.253
H 1.7198 -2.0515 -0.5911 -1.074 0.481 -0.485 0.256
H 0.7976 -2.8449 -1.9205 0.124 1.116 0.645 0.233
H 1.2482 -0.8396 -3.4395 0.784 -0.066 0.706 0.214
H 2.7103 -1.8021 -2.8922 -1.159 0.642 0.240 0.244
H 3.7193 0.2745 -2.4531 -1.128 -0.175 0.687 0.239
H 2.7593 0.0730 -0.8746 0.267 0.123 -1.068 0.191
H 1.9226 1.8586 -3.3355 -0.021 -0.295 1.051 0.203
H 0.8442 1.4276 -1.8780 0.907 0.000 -0.879 0.139
H 2.2457 2.4642 -0.5499 0.222 0.175 -0.579 0.456
```
Positions in Å, forces in eV/Å.



# 4
Computed, not measured: C15H33AuGeN4O3S as an isolated structure, with ωB97M-V/def2-TZVPD.

Output
2S+1: 2
M, g/mol: 619.098
Kohn-Sham gap (spin up / spin down), eV: 9.322 / 6.169
Maximum force, hartree/bohr: 0.008
Total charge: +3
Relative energy (zero: lowest compared OMol25 entry of this formula, charge and spin), eV: 0.000

```
58
Properties=species:S:1:pos:R:3:forces:R:3:mulliken_spin:R:1
Au -1.6647 -0.0381 0.8691 -0.290 -0.112 -0.157 0.046
C 4.0951 -1.7866 -1.3866 -0.047 -0.001 0.034 0.000
C 3.5878 -2.7098 -0.3006 0.043 0.098 0.223 0.000
C 3.4568 -4.1406 -0.7606 -0.009 -0.061 0.001 0.000
C 4.3331 -2.5661 1.0059 -0.014 0.017 -0.016 0.000
O 2.1226 -2.3080 -0.0048 0.106 0.123 -0.387 0.000
Ge 1.3953 -0.7950 0.0533 -0.056 -0.117 0.151 -0.003
O -0.2507 -0.7706 -0.5849 -0.174 0.137 0.018 0.014
C -0.6319 -1.3385 -1.9930 0.174 -0.167 0.243 -0.003
C -0.5687 -2.8460 -1.8861 -0.006 0.115 -0.046 0.001
C -2.0243 -0.8218 -2.2470 0.032 0.075 0.001 0.004
C 0.3999 -0.7458 -2.9260 -0.046 0.003 0.001 -0.001
O 1.3891 0.5082 1.1279 0.148 0.072 -0.008 0.000
C 2.1514 1.8378 1.2262 0.009 -0.230 -0.004 0.002
C 1.4479 2.7798 0.2781 0.033 0.025 -0.026 0.000
C 3.5892 1.5783 0.8457 0.032 0.114 0.038 0.001
C 1.9901 2.2203 2.6791 0.020 0.019 0.017 -0.001
H 5.1491 -1.9933 -1.5749 -0.014 0.002 -0.034 0.000
H 4.0377 -0.7358 -1.0722 0.012 -0.038 -0.004 0.000
H 3.5540 -1.9297 -2.3228 0.017 0.001 0.006 0.000
H 4.4530 -4.5220 -0.9886 -0.005 -0.004 0.000 0.000
H 2.8514 -4.2149 -1.6635 0.017 0.001 -0.011 0.000
H 3.0257 -4.7670 0.0183 0.003 0.001 0.006 0.000
H 5.3701 -2.8702 0.8611 -0.002 -0.004 0.003 0.000
H 3.8991 -3.2012 1.7763 -0.007 -0.003 -0.002 0.000
H 4.3379 -1.5306 1.3538 0.011 -0.002 -0.018 0.000
H -1.2946 -3.2198 -1.1644 0.004 -0.018 -0.001 0.000
H 0.4272 -3.1853 -1.6047 -0.023 -0.026 -0.019 0.000
H -0.8067 -3.2717 -2.8619 -0.021 -0.026 0.018 0.000
H -2.7296 -1.2292 -1.5196 -0.019 0.001 0.016 -0.001
H -2.3493 -1.1584 -3.2321 0.004 0.002 -0.009 0.000
H -2.0438 0.2699 -2.2417 -0.030 -0.007 0.004 0.000
H 1.4127 -1.0705 -2.6565 0.009 -0.021 -0.019 0.001
H 0.3504 0.3438 -2.9430 0.002 -0.012 -0.004 0.000
H 0.2247 -1.1100 -3.9391 0.037 0.015 -0.011 0.000
H 1.5643 2.4634 -0.7613 -0.006 -0.008 -0.003 0.000
H 1.8848 3.7746 0.3683 0.003 0.002 -0.013 0.000
H 0.3876 2.8558 0.5196 -0.019 0.005 0.016 0.001
H 3.6802 1.2540 -0.1957 -0.034 0.022 -0.002 0.000
H 4.0583 0.8521 1.5091 -0.027 -0.012 -0.001 0.000
H 4.1482 2.5115 0.9322 0.027 -0.030 -0.016 0.000
H 0.9379 2.3094 2.9475 -0.010 0.007 -0.006 0.001
H 2.4630 3.1893 2.8404 0.005 0.000 0.009 0.000
H 2.4691 1.4943 3.3339 -0.007 -0.004 -0.002 0.000
C -6.7974 3.3736 0.6046 0.003 0.000 -0.007 0.008
C -6.0095 2.5090 1.4965 -0.043 -0.031 0.022 0.075
N -6.3119 2.2512 2.7727 0.000 0.006 -0.010 0.170
N -5.3687 1.4495 3.2048 0.032 -0.023 -0.001 0.137
C -4.4306 1.1648 2.2721 -0.078 0.037 -0.002 -0.084
S -3.1186 0.1718 2.5944 0.152 0.054 0.024 0.599
N -4.8645 1.8501 1.1696 0.062 0.021 -0.007 0.024
N -4.1861 1.8423 -0.0464 -0.023 -0.045 -0.002 -0.003
H -7.7426 3.6115 1.0874 0.001 0.000 0.002 0.000
H -6.9888 2.8818 -0.3508 -0.001 0.004 -0.002 0.006
H -6.2630 4.3087 0.4119 0.002 -0.002 -0.005 0.011
H -5.3959 1.1112 4.1654 -0.006 -0.002 0.000 -0.007
H -4.7263 1.3099 -0.7241 -0.011 0.029 -0.012 0.002
H -4.0762 2.7988 -0.3722 0.031 -0.002 0.012 0.001
```
Positions in Å, forces in eV/Å.